{
  "formula": "C3H12O4",
  "method": "wB97M-V/def2-TZVPD",
  "spin_multiplicity": 1,
  "homo_energy_ev": -9.14,
  "e_above_lowest_kcal_mol": 28.6,
  "elements": ["C", "C", "C", "O", "H", "H", "H", "H", "H", "H", "O", "H", "H", "O", "H", "H", "O", "H", "H"],
  "positions_angstrom": [[2.314, 0.651, -0.525], [0.872, 0.189, -0.557], [-0.040, 0.654, -1.402], [-1.350, 0.815, -1.004], [2.926, -0.227, -0.314], [2.404, 1.338, 0.309], [2.682, 1.021, -1.482], [0.617, -0.453, 0.275], [0.309, 1.267, -2.230], [-1.925, 0.563, -1.746], [-2.733, -1.329, -2.194], [-2.175, -1.818, -1.575], [-3.025, -1.999, -2.820], [1.842, 1.438, 4.308], [1.157, 0.858, 4.661], [1.797, 1.259, 3.362], [-2.238, -1.546, 0.961], [-1.933, -0.722, 0.557], [-1.501, -1.958, 1.418]],
  "atomic_forces_ev_per_a": [[-0.3, -1.7, -0.5], [0.5, 0.2, -0.1], [0.6, 1.2, 1.2], [-0.1, -1.0, -0.8], [0.3, 0.1, 0.2], [0.3, 0.4, -0.1], [-0.2, 0.5, 0.2], [-0.5, 0.2, 0.2], [-0.4, 0.0, -0.2], [-0.2, 0.0, 0.2], [0.2, -0.2, -0.1], [-0.1, 0.1, 0.2], [-0.1, 0.1, -0.1], [-0.2, -0.3, -0.2], [0.1, 0.1, 0.2], [0.1, 0.1, 0.0], [-0.2, -0.2, -0.2], [0.2, 0.0, 0.1], [0.1, 0.2, -0.1]],
  "lowdin_charge": [-0.101, -0.154, -0.213, -0.035, 0.064, 0.068, 0.075, 0.090, 0.118, 0.074, -0.051, 0.034, 0.049, -0.059, 0.035, 0.021, -0.056, 0.006, 0.033]
}



{
  "formula": "C6H6",
  "method": "wB97M-V/def2-TZVPD",
  "spin_multiplicity": 1,
  "homo_energy_ev": -9.82,
  "e_above_lowest_kcal_mol": 128.1,
  "elements": ["C", "C", "C", "C", "C", "C", "H", "H", "H", "H", "H", "H"],
  "positions_angstrom": [[-2.439, 0.829, 0.078], [-1.128, 0.186, -0.026], [-0.054, -0.351, -0.117], [1.244, -1.016, -0.266], [3.028, 0.017, -1.667], [2.367, -0.032, -0.544], [-2.685, 1.059, 1.119], [-2.464, 1.764, -0.489], [-3.224, 0.177, -0.316], [1.192, -1.745, -1.080], [1.488, -1.578, 0.641], [2.655, 0.694, 0.219]],
  "atomic_forces_ev_per_a": [[-0.1, 0.0, 0.0], [0.4, -0.2, 0.0], [-0.5, 0.2, 0.0], [-0.1, -0.1, 0.0], [-0.4, 0.0, 0.7], [0.4, 0.1, -0.6], [0.1, 0.0, -0.1], [0.0, -0.1, 0.1], [0.1, 0.1, 0.0], [0.0, 0.1, 0.1], [0.0, 0.1, -0.1], [0.0, 0.0, -0.1]],
  "lowdin_charge": [-0.107, -0.079, -0.046, -0.230, 0.181, -0.285, 0.076, 0.078, 0.077, 0.113, 0.116, 0.105]
}



{
  "formula": "C12H13F3O3Zn",
  "method": "wB97M-V/def2-TZVPD",
  "spin_multiplicity": 1,
  "homo_energy_ev": -14.73,
  "charge": 2,
  "elements": ["C", "C", "C", "C", "C", "C", "C", "C", "O", "C", "O", "C", "O", "C", "F", "F", "F", "C", "H", "H", "H", "H", "H", "H", "H", "H", "H", "H", "H", "H", "H", "Zn"],
  "positions_angstrom": [[0.913, -2.980, 0.940], [1.494, -1.831, 0.226], [2.037, -1.988, -1.113], [2.623, -0.943, -1.767], [2.686, 0.289, -1.150], [2.129, 0.488, 0.170], [2.186, 1.827, 0.826], [0.800, 2.454, 1.116], [-0.198, 1.984, 0.194], [-1.148, 1.175, 0.657], [-1.189, 0.654, 1.734], [-2.186, 0.902, -0.422], [-3.472, 1.073, 0.174], [-4.436, 0.279, -0.217], [-4.219, -1.018, -0.007], [-4.553, 0.318, -1.692], [-5.574, 0.647, 0.218], [1.560, -0.578, 0.819], [-0.026, -2.686, 1.414], [0.736, -3.827, 0.285], [1.576, -3.292, 1.753], [2.000, -2.961, -1.581], [3.044, -1.082, -2.750], [3.165, 1.126, -1.640], [2.706, 1.700, 1.778], [2.776, 2.519, 0.231], [0.874, 3.520, 0.930], [0.489, 2.308, 2.144], [-2.034, -0.139, -0.724], [-2.072, 1.559, -1.279], [1.164, -0.431, 1.814], [-3.851, -1.062, -3.083]],
  "atomic_forces_ev_per_a": [[-0.2, 0.0, -0.2], [0.1, -0.1, -0.2], [-0.2, -0.4, 0.3], [0.2, 0.1, -0.4], [-0.1, 0.3, 0.4], [0.1, 0.2, -0.1], [0.0, 0.0, -0.2], [0.4, 0.2, 0.1], [-0.2, 0.1, -0.1], [0.1, -0.2, 0.2], [0.0, 0.2, -0.1], [0.3, -0.2, 0.0], [-0.1, 0.2, -0.2], [0.5, -0.3, 0.2], [0.0, -0.1, 0.0], [0.0, 0.1, -0.3], [-0.6, 0.1, 0.2], [-0.1, 0.1, 0.3], [0.0, 0.0, 0.2], [0.1, -0.1, 0.0], [0.1, 0.0, 0.1], [0.0, -0.1, 0.0], [0.1, 0.0, -0.1], [0.0, 0.1, 0.0], [0.0, 0.1, 0.1], [0.1, 0.0, -0.1], [-0.1, 0.1, 0.0], [-0.2, -0.2, 0.0], [0.0, -0.1, 0.0], [-0.1, 0.2, 0.0], [-0.1, -0.1, 0.1], [0.0, -0.1, 0.0]],
  "lowdin_charge": [0.007, -0.161, 0.067, -0.024, 0.102, -0.139, -0.068, -0.087, 0.025, -0.459, 0.165, -0.033, 0.124, -0.687, 0.170, -0.117, 0.302, 0.017, 0.111, 0.097, 0.131, 0.136, 0.133, 0.141, 0.150, 0.127, 0.143, 0.136, 0.122, 0.147, 0.147, 1.075]
}



{
  "formula": "C22H26AsBrN3O2SZr",
  "method": "wB97M-V/def2-TZVPD",
  "spin_multiplicity": 1,
  "homo_energy_ev": -14.34,
  "charge": 3,
  "e_above_lowest_kcal_mol": 0.0,
  "elements": ["Zr", "Br", "C", "C", "C", "C", "C", "C", "N", "N", "C", "C", "C", "C", "O", "C", "N", "C", "C", "C", "C", "H", "H", "H", "H", "H", "H", "H", "H", "H", "O", "S", "C", "C", "C", "C", "H", "H", "H", "H", "H", "H", "H", "H", "C", "As", "C", "C", "H", "H", "H", "H", "H", "H", "H", "H", "H"],
  "positions_angstrom": [[-1.480, -0.963, -1.857], [7.393, 4.212, 6.592], [5.986, 3.445, 5.639], [6.074, 3.367, 4.242], [5.049, 2.802, 3.528], [3.921, 2.307, 4.210], [3.847, 2.392, 5.608], [4.876, 2.961, 6.325], [2.835, 1.712, 3.607], [2.855, 1.605, 2.349], [1.743, 0.914, 1.859], [0.721, 0.372, 2.625], [-0.337, -0.329, 2.041], [-0.379, -0.476, 0.677], [-1.380, -1.184, -0.002], [0.620, 0.053, -0.140], [0.522, -0.167, -1.511], [1.528, 0.275, -2.296], [2.621, 0.951, -1.796], [2.710, 1.195, -0.432], [1.704, 0.748, 0.435], [6.952, 3.753, 3.743], [5.105, 2.734, 2.452], [2.970, 2.002, 6.107], [4.832, 3.031, 7.403], [0.766, 0.485, 3.698], [-1.114, -0.764, 2.657], [1.443, 0.080, -3.359], [3.396, 1.279, -2.474], [3.559, 1.719, -0.012], [-2.636, -2.356, -2.723], [-3.382, -3.524, -3.540], [-3.856, -4.692, -2.242], [-2.764, -5.777, -2.139], [-1.524, -5.291, -2.892], [-2.044, -4.567, -4.125], [-4.834, -5.074, -2.538], [-3.997, -4.087, -1.345], [-3.133, -6.697, -2.591], [-2.548, -5.994, -1.096], [-0.876, -6.117, -3.183], [-0.925, -4.617, -2.272], [-2.548, -5.247, -4.822], [-1.338, -3.966, -4.698], [-3.223, 1.904, 0.097], [-2.920, 1.428, -1.749], [-4.654, 1.400, -2.598], [-1.965, 2.920, -2.526], [-3.761, 2.851, 0.117], [-2.270, 2.013, 0.612], [-3.819, 1.133, 0.583], [-5.122, 2.369, -2.429], [-5.271, 0.619, -2.157], [-4.546, 1.232, -3.667], [-2.555, 3.819, -2.351], [-1.841, 2.777, -3.597], [-0.993, 3.028, -2.047]],
  "atomic_forces_ev_per_a": [[-0.4, 0.1, -0.1], [0.0, 0.0, 0.0], [0.0, 0.0, 0.0], [0.0, 0.0, 0.0], [0.0, 0.0, 0.0], [0.0, 0.1, 0.0], [0.0, 0.0, 0.0], [0.0, 0.0, 0.0], [0.0, -0.1, 0.0], [0.0, -0.1, 0.0], [-0.1, 0.1, -0.1], [0.0, 0.0, 0.0], [0.0, 0.0, 0.0], [0.0, -0.1, 0.0], [0.0, 0.0, 0.1], [0.1, 0.0, 0.1], [0.0, -0.1, -0.1], [0.0, 0.0, 0.0], [0.0, 0.0, 0.0], [0.0, 0.0, 0.0], [0.0, 0.0, 0.0], [0.0, 0.0, 0.0], [0.0, 0.0, 0.0], [0.0, 0.0, 0.0], [0.0, 0.0, 0.0], [0.0, 0.0, 0.0], [0.0, 0.0, 0.0], [0.0, 0.0, 0.0], [0.0, 0.0, 0.0], [0.0, 0.0, 0.0], [0.4, -0.1, 0.0], [0.0, 0.2, 0.1], [0.0, 0.0, 0.0], [0.0, 0.0, 0.0], [0.0, 0.0, 0.1], [0.0, 0.0, 0.0], [0.0, 0.0, 0.0], [0.0, 0.0, 0.0], [0.0, 0.0, 0.0], [0.0, 0.0, 0.0], [0.0, 0.0, 0.0], [0.0, 0.0, 0.0], [0.0, 0.0, 0.0], [0.0, 0.0, 0.0], [0.0, 0.0, 0.0], [0.0, 0.0, 0.0], [0.0, 0.0, 0.0], [0.0, 0.0, 0.0], [0.0, 0.0, 0.0], [0.0, 0.0, 0.0], [0.0, 0.0, 0.0], [0.0, 0.0, 0.0], [0.0, 0.0, 0.0], [0.0, 0.0, 0.0], [0.0, 0.0, 0.0], [0.0, 0.0, 0.0], [0.0, 0.0, 0.0]],
  "lowdin_charge": [1.754, 0.872, -0.666, -0.096, 0.003, -0.255, 0.015, -0.093, 0.091, 0.063, -0.159, 0.035, 0.052, -0.297, -0.278, -0.177, -0.092, -0.081, 0.006, 0.093, -0.064, 0.113, 0.107, 0.124, 0.116, 0.125, 0.145, 0.129, 0.134, 0.136, -0.749, 1.159, -0.265, -0.179, -0.209, -0.294, 0.114, 0.107, 0.134, 0.132, 0.140, 0.108, 0.129, 0.111, -0.248, 1.021, -0.254, -0.255, 0.061, 0.037, 0.050, 0.060, 0.044, 0.045, 0.060, 0.045, 0.036]
}